# 1
This record from OMol25 describes 4 unconnected molecules or ions with the total composition C2H13NO4. The level of theory is ωB97M-V/def2-TZVPD.

Geometry as ORCA input:
```
! RIJCOSX wB97M-V def2-TZVPD def2/J DEFGRID3
* xyz 1 2
O -1.377 -0.136 1.977
O -1.683 -0.755 -0.882
H 3.077 0.187 -0.722
H 2.206 -1.556 -2.162
C 1.447 -1.031 -1.406
H -1.770 -0.003 -0.284
H -1.613 -1.026 2.116
H 1.177 1.422 -0.128
H 1.900 1.241 1.191
H 2.769 -0.974 0.559
H -2.073 1.163 1.410
H -2.540 -1.105 -1.011
H -0.637 -0.182 1.408
N 1.398 0.674 0.471
H -3.394 1.940 1.896
H -0.049 0.199 -2.058
O -2.712 1.893 1.211
C 2.289 -0.293 -0.250
O 0.907 0.054 -2.127
H 0.679 -1.710 -1.209
*
```

The value obtained for the orbital gap (alpha / beta) is 10.41 / 3.95 eV. The energy relative to the best compared isomer or geometry (same formula, charge and spin) comes out at 48.3 kcal/mol. For the HOMO energy (alpha / beta), the calculation gives -13.68 / -13.68 eV. The molar mass is 115.129 g mol⁻¹. The value obtained for the energy is -11954.2495 eV.

=====

# 2
This record from OMol25 describes 5 unconnected molecules or ions with the total composition C2H13NO5. The level of theory is ωB97M-V/def2-TZVPD.

Geometry as ORCA input:
```
! RIJCOSX wB97M-V def2-TZVPD def2/J DEFGRID3
* xyz 0 1
H -2.533 -0.961 -1.960
C -2.615 -1.343 0.076
O 1.307 0.158 1.822
H -3.353 -2.132 0.132
H 2.921 -0.341 -1.126
N -1.896 -1.157 -1.202
H -0.440 -1.532 -2.571
H -3.043 -0.344 0.331
O 0.037 -2.595 -1.071
O 3.327 0.090 -1.893
O -1.338 1.792 1.315
H -0.948 2.685 1.267
H 3.114 2.407 1.050
H 0.464 -0.060 1.413
H -1.787 -1.671 0.743
O 2.282 2.867 1.161
H 1.534 2.343 1.436
H 1.716 -0.703 1.927
H 2.942 0.969 -1.835
C -0.781 -1.851 -1.574
H -0.908 1.380 0.559
*
```

The value obtained for the orbital gap is 10.42 eV. As for the structure (SMILES): CNC=O.O.O.O.O. The energy relative to the best compared isomer or geometry (same formula, charge and spin) comes out at 44.5 kcal/mol. For the HOMO energy, the calculation gives -10.24 eV. The molar mass is 131.128 g mol⁻¹. The value obtained for the energy is -14011.8378 eV.

=====

Question: Among the records above, which one has the lowest energy relative to the best compared isomer or geometry (same formula, charge and spin)?
Answer: C2H13NO5

=====

Repeat the second record exactly.
This record from OMol25 describes 5 unconnected molecules or ions with the total composition C2H13NO5. The level of theory is ωB97M-V/def2-TZVPD.

Geometry as ORCA input:
```
! RIJCOSX wB97M-V def2-TZVPD def2/J DEFGRID3
* xyz 0 1
H -2.533 -0.961 -1.960
C -2.615 -1.343 0.076
O 1.307 0.158 1.822
H -3.353 -2.132 0.132
H 2.921 -0.341 -1.126
N -1.896 -1.157 -1.202
H -0.440 -1.532 -2.571
H -3.043 -0.344 0.331
O 0.037 -2.595 -1.071
O 3.327 0.090 -1.893
O -1.338 1.792 1.315
H -0.948 2.685 1.267
H 3.114 2.407 1.050
H 0.464 -0.060 1.413
H -1.787 -1.671 0.743
O 2.282 2.867 1.161
H 1.534 2.343 1.436
H 1.716 -0.703 1.927
H 2.942 0.969 -1.835
C -0.781 -1.851 -1.574
H -0.908 1.380 0.559
*
```

The value obtained for the orbital gap is 10.42 eV. As for the structure (SMILES): CNC=O.O.O.O.O. The energy relative to the best compared isomer or geometry (same formula, charge and spin) comes out at 44.5 kcal/mol. For the HOMO energy, the calculation gives -10.24 eV. The molar mass is 131.128 g mol⁻¹. The value obtained for the energy is -14011.8378 eV.